Entry 1:
A molecular structure, C41H49ClN14O4Sc, computed with ωB97M-V/def2-TZVPD.

Gap between HOMO and LUMO = 6.40 eV
Multiplicity = 1
Charge = +3

Element x y z (Å)
H1 -0.6478 -3.3536 1.5055
H2 -0.0281 8.3216 -3.4166
N1 -1.7910 1.2255 -0.4941
N2 1.0178 2.3829 -0.0111
C1 -1.7939 -2.0408 -0.8168
C2 -2.3708 1.9447 4.2139
C3 -1.0903 1.4400 4.3799
C4 -2.1345 -3.2875 -1.3446
C5 -1.3534 5.2161 -2.7551
C6 -2.2273 1.4638 -1.7659
N3 -5.2110 3.1430 -1.2871
H3 -4.6266 5.4169 4.0148
H4 0.8853 -4.9725 -3.5719
O1 2.8774 -4.8668 -4.9603
H5 -1.7092 4.6159 -1.9166
C7 -2.1794 7.4606 -2.0285
C8 -3.6050 5.2349 3.7090
H6 1.8134 2.7868 1.9632
C9 1.0604 -3.9974 -3.1355
C10 3.8386 -0.0641 -2.5844
H7 -1.8275 1.1905 -3.7130
H8 -1.9342 8.4784 -1.7177
C11 0.3013 -2.1149 -1.7815
N4 -0.6145 -1.4665 -1.0179
C12 2.5339 -2.0661 -2.8227
O2 1.1176 -0.9055 1.3723
H9 -0.7504 -3.5133 3.2646
H10 -2.7947 7.5531 -2.9241
C13 -0.3887 1.0200 3.2653
H11 0.6746 6.7736 -3.8584
H12 1.7112 -4.2531 4.0273
H13 -3.8776 2.4351 2.7418
H14 2.9238 1.4449 -1.3489
C14 0.8655 3.2492 -1.0209
H15 -0.6386 1.3700 5.3596
H16 2.1574 6.2534 -1.0093
H17 1.4294 5.4878 -2.4225
H18 -0.5904 4.4623 5.0423
N5 3.2690 -4.1399 -4.0841
H19 0.6088 0.6091 3.3608
H20 4.2204 -1.2073 4.1959
H21 0.2314 6.3998 0.9708
H22 4.7182 0.5298 -2.7888
H23 -2.7956 7.0130 -1.2486
C15 3.7457 -0.4579 1.7635
O3 4.4206 -3.9693 -3.7385
Cl1 -3.1171 4.6685 6.3053
H24 0.0695 8.6055 -0.9751
H25 2.7658 -4.0825 2.5999
Sc1 0.1684 0.3358 0.1478
N6 1.7220 4.3980 0.6360
C16 1.5529 -1.4472 -2.0372
N7 -3.7087 2.3858 0.2670
H26 -3.1134 -3.7025 -1.1512
H27 -1.0760 4.2713 0.2177
H28 -1.4366 -4.9256 -2.5339
C17 -2.1171 1.6158 1.8685
C18 2.2399 -3.3827 -3.3309
H29 4.2640 -2.8339 3.5165
C19 -1.2093 -3.9563 -2.1072
C20 -1.3281 4.6934 4.2852
N8 -1.4282 1.0822 -2.7913
N9 1.2807 4.4448 -0.6382
C21 -2.8940 2.0341 2.9318
C22 0.0468 -3.3669 -2.3454
H30 -2.9485 2.2719 5.0685
C23 -0.2561 7.2706 -3.5770
H31 -0.9313 7.2005 -4.4311
C24 3.6162 -1.9892 3.7429
C25 -0.9678 4.8199 2.9531
H32 -0.8062 0.3015 -2.6656
H33 -0.8209 -1.9089 2.5354
C26 3.7046 -1.3259 -3.1028
N10 1.0837 -2.8086 2.5942
H34 -5.5286 3.2491 -2.2375
H35 0.0723 4.6904 2.6759
H36 1.2078 -4.8742 2.4488
H37 -1.1532 7.3197 0.4795
C27 1.5545 3.1551 0.9836
C28 1.7295 -1.7200 2.1715
C29 -2.5928 1.7540 0.4684
C30 2.8239 0.4586 -1.7822
H38 -2.1664 5.2762 -3.4804
H39 4.0017 -0.8608 0.7822
C31 -0.3685 -2.8929 2.4562
C32 -3.2268 5.3492 2.3780
H40 0.4619 3.0316 -1.9968
H41 -3.9734 5.6208 1.6399
N11 1.7060 -0.2000 -1.5108
C33 -2.6528 4.8839 4.6528
C34 -1.9128 5.1283 1.9770
N12 -0.8859 1.0944 2.0234
C35 0.0547 6.6379 -1.1354
H42 4.6678 -0.2436 2.2945
H43 -2.5059 -1.4867 -0.2152
N13 2.9764 -1.4257 2.5466
H44 4.4819 -1.7509 -3.7188
H45 2.8580 -2.2875 4.4620
C36 1.7412 -4.0700 2.9547
N14 -3.3409 2.0888 -2.0719
H46 -5.7936 3.4517 -0.5261
C37 -4.0713 2.5267 -1.0378
C38 -0.9274 6.6345 -2.3525
H47 -0.5389 4.6825 -3.2534
H48 3.1967 0.4749 1.6391
H49 -2.4392 5.3246 -0.0684
O4 0.7168 7.8962 -1.0597
C39 -0.5902 6.4112 0.2520
C40 -1.5265 5.2237 0.5198
C41 1.2837 5.7162 -1.3697



Entry 2:
A molecular structure, C41H49FN7O5ReSi2, computed with ωB97M-V/def2-TZVPD.

Gap between HOMO and LUMO (alpha / beta) = 5.22 / 5.24 eV
Multiplicity = 2
Expectation value of S² = 0.76
ΔE to the lowest compared entry with this formula, charge and spin = 0.3703 eV
Charge = +1

Element x y z (Å)
C1 -2.1088 0.7047 0.3852
H1 -0.4074 1.6374 3.7893
H2 -8.0787 -1.0098 -3.2894
H3 1.6489 -4.2954 -2.2989
Si1 1.5937 -2.6319 -0.3907
C2 5.1586 -1.9348 -1.6388
H4 -0.8124 -2.5995 0.2312
C3 5.8957 -1.0090 2.1381
H5 -4.8512 2.8843 2.3412
H6 -5.3426 1.7432 0.6811
N1 4.1479 1.3197 -0.0313
H7 -9.5320 -1.5519 -1.4588
O1 0.1829 0.2712 0.4182
C4 0.1237 -2.5665 0.7958
C5 -1.6596 2.9833 1.8178
N2 1.1118 0.3680 3.2357
N3 -8.5236 -1.5805 -1.3064
H8 3.7498 -2.9107 0.8820
H9 4.6394 0.0587 -4.1543
H10 4.7517 1.0274 -2.7012
H11 -5.9877 -1.8036 -2.2298
C6 7.2234 -0.7398 1.8330
C7 2.8893 3.8461 -2.4076
H12 1.9753 -2.1289 -4.0354
H13 -3.5951 5.1745 0.7216
H14 1.5644 -2.7869 4.2569
N4 -6.0598 -0.3588 -0.6567
H15 -0.1668 3.1737 -3.6876
C8 0.7180 3.0988 -3.0712
N5 1.8931 1.9513 -1.3576
C9 -4.4896 1.1321 0.4248
Si2 3.5924 -1.1890 -2.3428
H16 3.0845 -3.3793 -3.4749
H17 3.5110 -4.2006 -0.2913
H18 -1.4989 -1.0535 -0.6815
H19 -8.5887 -0.2103 0.2743
C10 -0.7275 1.0514 0.7430
C11 -2.3382 -0.4391 -0.3830
C12 4.0855 0.3775 -3.2675
H20 2.6180 -4.2137 1.2243
H21 5.4455 -1.5285 -0.6688
H22 -1.5097 3.8935 2.3868
C13 2.9263 2.7925 -1.5126
H23 8.6110 0.4459 0.7017
C14 -0.5567 2.2807 1.4388
C15 3.0059 -1.1543 2.7832
H24 5.6634 -1.7898 2.8359
F1 -3.8475 -1.9152 -1.4100
H25 -6.3291 -2.2861 0.2071
C16 -4.0153 3.5081 2.0273
O2 1.8244 2.2858 1.3175
H26 3.6431 -2.1572 -4.6066
C17 1.0626 -1.8354 4.1641
C18 -0.1293 -1.5661 4.8053
C19 1.7638 4.0039 -3.1963
H27 6.8266 1.7729 -0.3891
O3 0.8104 3.8253 2.5535
H28 -5.8027 -0.1224 -2.7183
H29 3.2301 0.9582 -3.6209
H30 0.2067 -4.4546 -1.3045
N6 3.4560 -0.4046 1.7158
C20 0.7787 2.8562 1.8244
C21 0.8180 2.0892 -2.1327
C22 2.1712 -0.9633 -1.0818
H31 5.0708 -3.0169 -1.5370
H32 0.0289 1.3619 -1.9874
H33 1.7066 4.8119 -3.9134
C23 -8.1971 -1.2139 0.1194
H34 -6.4648 -0.9213 1.3162
H35 -8.7112 -1.9191 0.7692
C24 -0.0216 0.6268 3.8864
H36 7.9945 -1.3268 2.3148
C25 -3.1882 1.4954 0.8034
H37 0.3190 -3.1591 -2.4969
C26 4.8743 -0.2732 1.5295
H38 -8.2275 -2.5453 -1.4759
N7 -2.9350 2.6311 1.5571
H39 -0.6093 -2.3216 5.4139
Re1 2.3758 0.6503 0.3099
H40 0.0850 -1.7129 1.4634
H41 1.3697 -0.6411 -1.7702
C27 -0.6858 -0.3010 4.6701
C28 4.2073 2.4982 -0.7541
C29 -4.4315 4.5241 0.9771
H42 -8.1883 0.3265 -2.1114
H43 -4.7702 4.0348 0.0628
C30 5.2516 0.7232 0.6112
O4 5.1453 3.2553 -0.8419
H44 3.7526 4.4924 -2.4754
C31 0.8896 -3.7317 -1.7601
C32 -6.3246 -0.7779 -2.0225
C33 3.0068 -2.3241 -3.7337
C34 6.5796 0.9934 0.3135
C35 3.0005 -3.5636 0.4340
C36 1.6447 -0.8397 3.3799
C37 -3.6169 -0.7809 -0.7127
H45 0.1525 -3.4766 1.4022
H46 -3.6489 4.0016 2.9253
H47 5.9802 -1.7357 -2.3329
C38 -4.7140 -0.0030 -0.3269
C39 -7.8132 -0.6798 -2.2871
H48 -1.6019 -0.0292 5.1777
H49 -5.2419 5.1473 1.3545
C40 7.5718 0.2504 0.9305
C41 -6.6928 -1.2492 0.3032
O5 3.6338 -2.0256 3.3583



Entry 3:
A molecular structure, C41H49MnN6O6SSeSi at a distorted geometry, computed with ωB97M-V/def2-TZVPD.

Gap between HOMO and LUMO (alpha / beta) = 6.06 / 6.51 eV
Multiplicity = 2
Expectation value of S² = 0.84
ΔE to the lowest compared entry with this formula, charge and spin = 0.0170 eV
Charge = -1

Element x y z (Å)
H1 -2.9513 -0.3398 -5.5047
N1 2.7415 0.3999 -0.1529
Se1 -1.9953 -3.1498 2.3948
C1 -0.3258 3.8341 3.0373
H2 -5.5648 1.8774 -1.9210
H3 2.8725 0.2197 4.9899
C2 -0.0949 -2.9565 -3.0537
O1 0.9367 4.4866 -0.6616
H4 5.2321 1.4551 1.7580
C3 2.3099 -3.8470 0.4489
H5 -1.7910 1.7725 -4.9447
H6 -4.1787 -2.1449 -1.3960
S1 1.7841 3.3564 -0.3947
H7 -0.6448 -2.5496 -1.0020
H8 -4.7437 -0.7859 1.4015
H9 -6.1205 0.0704 0.6927
N2 -0.9965 -1.8906 1.6942
H10 2.9087 -1.9163 -0.2912
C4 4.6785 0.4600 -1.4642
H11 1.8374 -2.9030 -4.0233
H12 -0.5153 -3.6056 -3.8284
H13 -0.2298 4.7237 2.4129
H14 -2.6511 2.1876 1.0515
C5 -2.2640 3.0147 1.6474
O2 2.7692 3.0463 -1.4112
C6 0.2586 0.5204 2.9263
C7 -0.8826 2.6772 2.1994
C8 1.3851 -2.8125 4.3168
H15 5.1464 0.3314 -2.4293
H16 2.2388 -1.2784 3.0898
C9 -2.3071 0.2046 -0.4116
C10 -0.7854 -3.3347 -1.7437
H17 -0.9889 4.0576 3.8793
H18 1.6357 3.5116 -4.5349
C11 3.3242 0.2442 -1.3360
H19 2.3065 -3.3959 4.2499
H20 3.4729 -1.4290 5.2543
N3 1.0542 -1.7601 0.5225
H21 6.4381 1.0924 -0.4154
C12 1.6843 -1.3380 4.0289
H22 1.9244 -2.7078 -2.2922
Mn1 0.8419 0.4006 -0.0699
C13 -1.1009 0.2004 -0.2434
N4 -0.8850 -4.4737 1.9844
H23 -4.2995 2.7029 -0.9955
C14 -0.3653 0.8590 -3.6463
C15 -1.5957 -1.5172 -4.3263
H24 -5.6398 -1.2961 -1.9240
H25 -3.8996 1.9342 -2.5307
C16 -0.5044 -1.5492 -3.4601
C17 -1.4529 0.8382 -4.5149
C18 1.4031 -3.2338 -3.0805
N5 1.0826 -0.2276 -2.0061
C19 2.5759 -0.8108 5.1617
C20 1.0860 2.5851 -4.7132
H26 -0.1120 4.1630 -2.6726
H27 -2.6398 1.8677 4.0508
O3 2.2921 3.2808 0.9640
C21 0.1438 -3.9052 1.3928
H28 -2.1813 3.8891 0.9990
C22 -5.0424 0.1174 0.8635
C23 1.3290 -4.5930 0.9951
O4 2.7938 -0.3022 -3.5766
H29 1.4187 -5.6587 1.1547
H30 0.3991 2.7453 -5.5500
C24 2.1131 -2.4463 0.2161
C25 -1.6808 0.1550 4.8969
H31 0.6595 -3.2455 3.6317
H32 1.0593 2.0968 -2.6606
H33 -4.8319 0.9680 1.5163
N6 1.1651 0.6191 1.8183
H34 0.9965 -2.9425 5.3284
C26 5.3780 0.8865 -0.3362
H35 -1.3147 2.9576 -2.2336
C27 0.0654 -2.4704 1.1990
H36 -1.8628 -3.4172 -1.9010
C28 0.3207 2.1919 -3.4447
H37 -4.1220 -1.1127 -2.8249
C29 -1.7932 1.1942 3.9941
H38 3.2447 -4.2840 0.1270
H39 -0.2154 2.5616 1.3588
H40 2.0287 -0.8665 6.1064
C30 4.7317 1.0831 0.8759
C31 2.4665 0.9789 2.1156
H41 -0.4213 -4.2911 -1.3581
C32 -4.5536 -1.2134 -1.8267
C33 -4.5117 1.8406 -1.6313
C34 -0.5514 -0.6461 4.8703
O5 0.7333 2.0872 -0.4858
H42 -2.0516 -2.4604 -4.6097
Si1 -4.0861 0.2486 -0.7475
H43 -0.4366 -1.4210 5.6185
H44 -2.4491 -0.0089 5.6434
H45 1.5860 -4.3057 -2.9600
C35 2.3629 -0.1282 -2.4429
H46 -1.2760 3.6090 -3.8850
C36 -0.8245 1.4117 3.0194
O6 2.8995 1.3338 3.1926
H47 0.6640 3.5893 3.4251
C37 3.3739 0.8254 0.9247
C38 0.4373 -0.4769 3.9085
C39 -0.6587 3.2949 -3.0385
C40 0.0779 -0.3343 -3.0480
C41 -2.0968 -0.3371 -4.8391
H48 -2.9794 3.2519 2.4411
H49 1.7977 1.8083 -4.9938



no.,E_tot (Eh)
1,-3879.63131
2,-3108.31387
3,-6611.93774